Record 1
Entry from the Open Molecules 2025 dataset: a cluster of 10 separate species, C42H50F24N2O16 in total at a distorted geometry (ωB97M-V with the def2-TZVPD basis set).

Summary:
Relative energy (zero: lowest compared OMol25 entry of this formula, charge and spin), eV: 0.5690
Multiplicity: 1
M, g mol⁻¹: 1294.81
DFT total energy, a.u.: -5340.6048
Gap between HOMO and LUMO, hartree: 0.374
LUMO, eV: 0.2

Positions of all 134 atoms, in Å:
N (-3.2308, 1.6465, -1.1860)
C (-2.8512, 1.1746, -2.3778)
C (-3.2684, 1.6833, -3.5958)
C (-4.0986, 2.7693, -3.5650)
C (-4.6084, 3.2071, -2.3462)
C (-4.1541, 2.5860, -1.1897)
H (-2.2474, 0.3184, -2.2238)
H (-2.8612, 1.2889, -4.5311)
H (-4.4450, 3.2618, -4.4877)
H (-5.3631, 3.9458, -2.3248)
H (-4.5480, 2.7774, -0.2003)
N (3.1842, 2.9435, 1.3181)
C (2.6162, 3.8168, 2.1157)
C (2.4599, 5.1403, 1.7316)
C (2.7406, 5.5124, 0.4552)
C (3.2923, 4.5802, -0.4055)
C (3.5485, 3.3059, 0.1048)
H (2.2133, 3.5883, 3.0776)
H (2.0401, 5.8803, 2.4630)
H (2.4963, 6.5439, 0.2378)
H (3.6344, 4.7669, -1.4141)
H (4.1027, 2.6187, -0.5222)
C (1.7751, -4.4224, 4.2468)
C (1.6450, -4.3497, 2.6846)
O (1.5828, -5.6290, 2.0340)
C (2.7094, -6.2942, 1.7883)
O (3.7840, -5.9765, 2.2126)
C (2.4087, -7.5460, 0.9592)
F (1.3712, -8.2472, 1.3776)
F (2.2399, -7.1942, -0.3336)
F (3.5132, -8.3672, 0.9625)
H (0.8146, -4.7045, 4.5929)
H (2.0445, -3.4315, 4.5328)
H (2.5647, -5.1066, 4.4404)
H (2.5039, -3.7371, 2.3555)
H (0.6751, -3.9146, 2.3926)
C (-0.1194, 4.0935, 7.4204)
C (0.9072, 3.4334, 6.5982)
O (0.5935, 2.0645, 6.3736)
C (0.2800, 1.6528, 5.2058)
O (0.0403, 2.3681, 4.2577)
C (0.0915, 0.1622, 5.2872)
F (0.8747, -0.3746, 6.2049)
F (-1.2034, -0.0767, 5.7018)
F (0.2452, -0.4280, 4.0922)
H (0.2768, 5.0101, 7.8833)
H (-0.2576, 3.4112, 8.3024)
H (-1.0870, 4.1842, 6.8666)
H (1.8868, 3.4538, 7.1100)
H (1.1283, 3.9259, 5.6667)
C (-4.5623, 1.4179, 5.2613)
C (-3.7269, 1.5260, 3.9690)
O (-3.3050, 2.9214, 3.7481)
C (-4.1139, 3.6486, 2.9253)
O (-5.2351, 3.3769, 2.6022)
C (-3.4026, 4.9631, 2.4256)
F (-2.9864, 5.6111, 3.5466)
F (-2.3639, 4.7643, 1.6395)
F (-4.3222, 5.6754, 1.7621)
H (-3.9963, 1.9792, 6.0066)
H (-4.8891, 0.3655, 5.5923)
H (-5.4377, 2.0700, 5.0353)
H (-4.4034, 1.3272, 3.1431)
H (-2.8623, 0.9550, 3.8133)
C (7.1547, 0.7246, 3.2469)
C (6.1113, 1.4697, 2.4424)
O (5.3005, 0.5811, 1.5258)
C (4.2221, 0.1571, 2.0969)
O (3.8236, 0.2859, 3.2788)
C (3.3891, -0.6399, 1.1540)
F (3.0275, -1.7910, 1.7945)
F (2.2036, -0.0143, 0.8306)
F (4.0493, -1.0102, -0.0058)
H (7.7409, 0.1419, 2.5509)
H (6.6613, 0.1218, 3.9998)
H (7.7532, 1.4858, 3.7111)
H (6.6491, 2.0412, 1.7086)
H (5.4074, 1.9668, 3.0465)
C (2.3742, 1.1542, -3.1234)
C (2.1765, -0.0949, -2.2901)
O (3.2575, -1.0608, -2.7069)
C (2.9140, -1.9969, -3.5391)
O (1.8086, -2.2671, -4.0107)
C (4.1049, -2.7410, -4.1436)
F (3.7497, -3.6458, -4.9818)
F (4.9306, -1.8174, -4.6598)
F (4.7852, -3.3999, -3.1533)
H (3.2997, 1.5965, -2.8155)
H (1.4665, 1.8052, -2.9968)
H (2.4833, 0.9409, -4.2553)
H (1.2459, -0.6169, -2.3736)
H (2.4992, 0.1235, -1.2543)
C (-0.0845, 2.7321, -0.1517)
C (-0.8029, 1.8812, 0.8390)
O (-0.8444, 0.5192, 0.2464)
C (-1.7323, -0.2722, 0.7386)
O (-2.5718, -0.0871, 1.5775)
C (-1.5372, -1.6816, 0.1165)
F (-0.6078, -2.4050, 0.8171)
F (-2.6811, -2.2929, 0.2150)
F (-1.0818, -1.6600, -1.1478)
H (-0.7065, 2.8420, -1.0558)
H (0.8947, 2.3145, -0.3801)
H (0.0535, 3.6695, 0.3805)
H (-1.8751, 2.1394, 0.8980)
H (-0.2998, 1.7925, 1.8181)
C (-1.0191, -4.3635, -4.2929)
C (-0.1199, -3.9068, -5.4204)
O (-0.6473, -2.5673, -5.8146)
C (-0.1090, -1.9318, -6.8481)
O (0.5961, -2.4004, -7.6614)
C (-0.5019, -0.4906, -6.7880)
F (-0.5156, 0.0788, -7.9774)
F (-1.6110, -0.2419, -6.1014)
F (0.4705, 0.1657, -6.0785)
H (-0.5567, -5.1784, -3.7727)
H (-2.0062, -4.6801, -4.5785)
H (-1.0098, -3.5314, -3.5615)
H (-0.1916, -4.5689, -6.2748)
H (0.9107, -3.8120, -5.0143)
C (-4.8863, -1.7910, -2.4925)
C (-3.7108, -2.1717, -3.3565)
O (-4.1754, -2.0021, -4.7316)
C (-4.4488, -3.0261, -5.4776)
O (-4.3988, -4.1993, -5.1320)
C (-4.7715, -2.6611, -6.9427)
F (-5.2357, -1.3877, -6.9957)
F (-3.5896, -2.8102, -7.5831)
F (-5.6754, -3.4126, -7.5451)
H (-4.5200, -1.6248, -1.4764)
H (-5.6705, -2.6188, -2.4484)
H (-5.4575, -0.9224, -2.8737)
H (-3.3872, -3.2661, -3.3039)
H (-2.8085, -1.5864, -3.2656)



Record 2
Entry from the Open Molecules 2025 dataset: a structure of composition C4H8N2O at a distorted geometry (ωB97M-V with the def2-TZVPD basis set).

Summary:
Relative energy (zero: lowest compared OMol25 entry of this formula, charge and spin), eV: 6.0705
Multiplicity: 1
M, g mol⁻¹: 100.12
DFT total energy, a.u.: -341.7806
Gap between HOMO and LUMO, hartree: 0.315
LUMO, eV: 0.9

Positions of all 15 atoms, in Å:
N (2.0981, -0.0823, -1.5793)
C (1.5637, -0.8257, -0.5879)
O (2.1795, -0.7341, 0.5592)
C (0.3837, -0.4634, 0.9245)
N (-0.4368, 0.5194, 0.3051)
C (-1.7320, 0.8145, 0.9112)
C (-1.6212, 0.1257, -0.4141)
H (2.9088, 0.5164, -1.4236)
H (1.7158, -0.1320, -2.5137)
H (0.0036, -1.4859, 0.9732)
H (0.6995, -0.0666, 1.8926)
H (-2.0623, 0.2047, 1.7566)
H (-2.0020, 1.8707, 0.9765)
H (-1.8731, -0.9375, -0.4473)
H (-1.8255, 0.6760, -1.3331)



Record 3
Entry from the Open Molecules 2025 dataset: the molecule C19H25N3O5S at a distorted geometry (ωB97M-V with the def2-TZVPD basis set).

Summary:
Relative energy (zero: lowest compared OMol25 entry of this formula, charge and spin), eV: 0.7659
Multiplicity: 1
M, g mol⁻¹: 407.49
DFT total energy, a.u.: -1677.7160
Gap between HOMO and LUMO, hartree: 0.350
LUMO, eV: 0.6

Positions of all 53 atoms, in Å:
C (1.2988, 3.3407, 1.1093)
H (0.6921, 2.7307, 0.4427)
H (2.3286, 3.0006, 1.0490)
H (1.2585, 4.3701, 0.7643)
C (0.7501, 3.2602, 2.5347)
N (0.6118, 1.8662, 2.9539)
C (-0.6248, 1.3474, 3.0135)
O (-1.6342, 2.0062, 2.8352)
C (-0.7558, -0.1664, 3.2524)
N (-0.1775, -0.9038, 2.1581)
C (-0.4579, -0.7446, 0.8193)
C (-1.3181, 0.0948, 0.1336)
C (-1.3243, -0.0151, -1.2497)
C (-0.5071, -0.9250, -1.8978)
C (0.3565, -1.7752, -1.2241)
C (0.3638, -1.6651, 0.1476)
O (1.1067, -2.3518, 1.0648)
C (0.7844, -1.8827, 2.2992)
O (1.2741, -2.2510, 3.3296)
H (0.9826, -2.4631, -1.7643)
S (-0.5369, -1.0444, -3.6857)
O (-1.4604, -0.0645, -4.1897)
O (0.8104, -1.0189, -4.1721)
N (-1.1134, -2.6142, -3.8460)
C (-2.5670, -2.7093, -3.7703)
H (-2.9688, -1.7085, -3.6043)
H (-2.8411, -3.3453, -2.9241)
C (-3.0449, -3.2969, -5.1112)
H (-3.2863, -4.3536, -4.9924)
H (-3.9236, -2.7788, -5.4879)
C (-1.8318, -3.1368, -6.0283)
H (-1.8132, -3.8633, -6.8376)
H (-1.8036, -2.1294, -6.4448)
C (-0.6758, -3.3110, -5.0464)
H (0.2650, -2.8785, -5.3803)
H (-0.5269, -4.3666, -4.7971)
H (-1.9593, 0.6144, -1.8524)
H (-1.9431, 0.8049, 0.6501)
H (-0.2722, -0.4961, 4.1745)
H (-1.8282, -0.3792, 3.3166)
C (1.8506, 1.1720, 3.2368)
H (1.6595, 0.1643, 3.5971)
C (2.6554, 1.9285, 4.2951)
C (2.9207, 3.3572, 3.8375)
C (1.5898, 4.0430, 3.5472)
H (1.7542, 5.0506, 3.1639)
H (1.0244, 4.1249, 4.4781)
H (3.5464, 3.3490, 2.9437)
H (3.4574, 3.9067, 4.6123)
H (3.5911, 1.3976, 4.4724)
H (2.0901, 1.9444, 5.2293)
H (2.4390, 1.0963, 2.3148)
H (-0.2658, 3.6686, 2.5299)



Record 4
Entry from the Open Molecules 2025 dataset: a structure of composition C36H27CoF5N3O2PS2 at a distorted geometry (ωB97M-V with the def2-TZVPD basis set).

Summary:
Relative energy (zero: lowest compared OMol25 entry of this formula, charge and spin), eV: 1.7916
Multiplicity: 5
M, g mol⁻¹: 782.66
DFT total energy, a.u.: -4722.3569
Gap between HOMO and LUMO (spin up / spin down), hartree: 0.302 / 0.177
LUMO (spin up / spin down), eV: -2.6 / -6.0
Total charge: +1

Positions of all 77 atoms, in Å:
Co (-0.1433, -1.4264, 0.0695)
N (2.0504, -1.6786, -0.0341)
C (2.9718, -0.5667, -0.0912)
C (4.3219, -0.7918, -0.3247)
C (5.2007, 0.2754, -0.3815)
C (4.7263, 1.5657, -0.2111)
C (3.3809, 1.7911, 0.0202)
C (2.4882, 0.7240, 0.0996)
P (0.6819, 0.9193, 0.3558)
C (0.4565, 0.6895, 2.1478)
C (-0.8287, 0.3842, 2.5988)
C (-1.0888, 0.3078, 3.9544)
C (-0.0696, 0.5221, 4.8682)
C (1.2187, 0.7763, 4.4248)
C (1.4915, 0.8446, 3.0686)
C (0.5068, 2.7089, 0.0556)
C (0.2961, 3.6086, 1.0950)
C (0.1213, 4.9512, 0.8138)
C (0.1041, 5.3970, -0.4983)
C (0.2830, 4.4955, -1.5380)
C (0.4941, 3.1570, -1.2633)
H (2.2494, -2.2119, 0.8154)
H (2.2566, -2.3217, -0.8038)
H (4.6875, -1.7999, -0.4632)
H (6.2493, 0.0979, -0.5636)
H (5.4085, 2.3983, -0.2718)
H (3.0197, 2.8010, 0.1366)
H (-1.6217, 0.2431, 1.8784)
H (-2.0868, 0.0900, 4.3007)
H (-0.2787, 0.4897, 5.9249)
H (2.0118, 0.9258, 5.1426)
H (2.4994, 1.0387, 2.7287)
H (0.2784, 3.2604, 2.1165)
H (-0.0136, 5.6539, 1.6224)
H (-0.0568, 6.4430, -0.7117)
H (0.2425, 4.8383, -2.5620)
H (0.6395, 2.4495, -2.0698)
F (1.1697, -4.8929, 6.0350)
C (1.0702, -4.7736, 4.7158)
C (0.5419, -3.6118, 4.1479)
F (0.1209, -2.6177, 4.9285)
C (0.4648, -3.4983, 2.7694)
F (-0.0412, -2.3568, 2.2024)
C (0.9046, -4.5097, 1.9062)
S (0.8187, -4.3400, 0.1957)
C (1.4246, -5.6711, 2.5044)
F (1.8621, -6.6575, 1.7270)
C (1.5047, -5.8077, 3.8833)
F (1.9984, -6.9175, 4.4183)
C (-1.0805, 2.9827, -6.3025)
C (-1.4780, 2.4330, -4.9708)
C (-1.0392, 1.1802, -4.5546)
C (-1.3648, 0.6977, -3.2977)
C (-2.1424, 1.4687, -2.4580)
C (-2.6147, 2.7053, -2.8587)
C (-2.2791, 3.1832, -4.1120)
S (-2.5206, 0.9192, -0.8016)
O (-3.9376, 0.8860, -0.6026)
O (-1.7649, 1.7100, 0.1403)
N (-1.8334, -0.5887, -0.6712)
C (-2.5205, -1.7300, -0.8702)
C (-3.8437, -1.8671, -1.3162)
C (-4.3669, -3.1399, -1.4013)
C (-3.5687, -4.2344, -1.0787)
C (-2.2649, -4.0105, -0.6643)
N (-1.7494, -2.7953, -0.5605)
H (-0.5820, 2.2273, -6.9032)
H (-0.3989, 3.8238, -6.1699)
H (-1.9493, 3.3482, -6.8466)
H (-0.4314, 0.5833, -5.2181)
H (-1.0068, -0.2653, -2.9642)
H (-3.2291, 3.2789, -2.1842)
H (-2.6370, 4.1514, -4.4297)
H (-4.4278, -0.9855, -1.5248)
H (-5.3916, -3.2810, -1.7101)
H (-3.9509, -5.2410, -1.1413)
H (-1.6165, -4.8385, -0.4141)



Record 5
Entry from the Open Molecules 2025 dataset: a structure of composition C24H36BeN2Si at a distorted geometry (ωB97M-V with the def2-TZVPD basis set).

Summary:
Relative energy (zero: lowest compared OMol25 entry of this formula, charge and spin), eV: 0.0000
Multiplicity: 1
M, g mol⁻¹: 389.66
DFT total energy, a.u.: -1349.7686
Gap between HOMO and LUMO, hartree: 0.273
LUMO, eV: 0.5

Positions of all 64 atoms, in Å:
C (0.9676, 1.1252, -0.4607)
C (1.5230, 1.9372, -1.4808)
C (0.4437, 2.6172, -2.1201)
H (2.5695, 1.9815, -1.7531)
C (-0.7709, 2.1845, -1.5211)
C (-0.4442, 1.2407, -0.5076)
H (-1.1353, 0.6931, 0.1333)
H (1.5156, 0.5270, 0.2619)
H (0.5680, 3.3127, -2.9522)
H (-1.7881, 2.4767, -1.7836)
Be (0.2800, 0.7761, -2.1008)
C (-4.3253, -1.4199, -3.0521)
H (-4.4417, -0.4338, -3.5180)
H (-3.3150, -1.5129, -2.6150)
H (-4.4903, -2.1953, -3.8048)
Si (0.1803, -0.0766, -3.9910)
C (1.7772, -0.5181, -4.7771)
C (2.8028, 0.4366, -4.9531)
H (2.8530, 1.2904, -4.2692)
C (3.6954, 0.2681, -6.0175)
H (4.4249, 1.0495, -6.2455)
C (3.6492, -0.8961, -6.7949)
H (4.3489, -1.0317, -7.6206)
C (2.7167, -1.9033, -6.5123)
H (2.6664, -2.8087, -7.1162)
C (1.8243, -1.7466, -5.4498)
H (1.1316, -2.5422, -5.1541)
C (-0.9095, 0.4351, -5.3837)
C (-0.4066, 0.8253, -6.6485)
H (0.6735, 0.9350, -6.7987)
C (-1.2739, 1.0289, -7.7214)
H (-0.8564, 1.2708, -8.7051)
C (-2.6582, 0.9082, -7.5411)
H (-3.3328, 1.0661, -8.3871)
C (-3.1710, 0.5951, -6.2746)
H (-4.2517, 0.5076, -6.1265)
C (-2.3023, 0.3902, -5.2024)
H (-2.6804, 0.1558, -4.2057)
H (-0.2738, -1.0657, -2.9623)
H (-5.0432, -1.5007, -2.2869)
C (2.0027, -2.0529, -0.7778)
N (1.1978, -2.9055, 0.0840)
C (1.3410, -4.3128, -0.2679)
C (-0.1933, -2.4945, 0.3019)
C (-0.5290, -2.2439, 1.7859)
N (0.3622, -1.2764, 2.4109)
C (-0.2522, -0.5856, 3.5324)
C (1.6708, -1.7931, 2.7810)
H (2.3045, -1.1396, -0.2497)
H (2.9250, -2.5961, -1.0169)
H (1.4999, -1.7695, -1.7239)
H (0.8862, -4.9351, 0.5132)
H (0.8543, -4.5502, -1.2333)
H (2.4114, -4.5443, -0.3478)
H (-0.4128, -1.5725, -0.2697)
H (-0.8646, -3.3047, -0.0382)
H (-1.5483, -1.8267, 1.8291)
H (-0.5205, -3.2180, 2.3254)
H (-0.4225, -1.2533, 4.3982)
H (0.4136, 0.2235, 3.8550)
H (-1.2159, -0.1598, 3.2268)
H (1.6198, -2.5093, 3.6250)
H (2.1300, -2.2892, 1.9169)
H (2.2854, -0.9383, 3.0972)



Record 6
Entry from the Open Molecules 2025 dataset: the molecule C8H15NOS2 at a distorted geometry (ωB97M-V with the def2-TZVPD basis set).

Summary:
Relative energy (zero: lowest compared OMol25 entry of this formula, charge and spin), eV: 5.6600
Multiplicity: 1
M, g mol⁻¹: 205.35
DFT total energy, a.u.: -1240.0275
Gap between HOMO and LUMO, hartree: 0.334
LUMO, eV: 0.1

Positions of all 27 atoms, in Å:
C (0.0591, 0.7115, -2.3774)
C (-0.7705, 2.0613, -0.2888)
C (-0.1226, 1.7554, 1.1145)
C (-1.1064, 0.9988, 2.1132)
C (-0.4379, -0.2948, 2.7770)
C (-0.7815, -1.6601, 2.3228)
C (-0.3561, -2.0185, 0.7955)
C (1.9453, -1.5535, -0.0684)
H (-0.1624, 0.0530, -3.0714)
H (0.2104, 1.7463, -2.8859)
H (0.9204, 0.4971, -1.7187)
H (-0.1760, 2.7852, -0.7572)
H (-1.7049, 2.7729, -0.2180)
H (0.7875, 1.0304, 0.9536)
H (0.4763, 2.6738, 1.6267)
H (-1.9045, 0.6289, 1.4476)
H (-1.6048, 1.5351, 2.9708)
H (0.5884, -0.0282, 2.7745)
H (-0.5275, -0.5843, 3.8901)
H (-1.8628, -1.5978, 2.7966)
H (-0.1212, -2.3619, 2.8959)
H (-0.7733, -2.9740, 0.4657)
H (-0.8807, -1.1472, 0.1676)
N (1.1589, -2.0879, 0.7502)
O (-2.4704, 1.4708, -2.3934)
S (-1.4229, 0.8606, -1.4584)
S (3.1610, -0.9969, -0.7774)



Record 7
Entry from the Open Molecules 2025 dataset: a cluster of 2 separate species, C9H8N2O3S in total at a distorted geometry (ωB97M-V with the def2-TZVPD basis set).

Summary:
Relative energy (zero: lowest compared OMol25 entry of this formula, charge and spin), eV: 0.0000
Multiplicity: 3
M, g mol⁻¹: 224.24
DFT total energy, a.u.: -1081.0237
Gap between HOMO and LUMO (spin up / spin down), hartree: 0.221 / 0.264
LUMO (spin up / spin down), eV: 0.4 / -2.0

Positions of all 23 atoms, in Å:
C (0.0636, -2.5183, 1.0707)
C (0.8192, -2.6335, -0.1235)
C (-0.7441, -1.4401, 1.2683)
C (0.7800, -1.5945, -1.0063)
C (-0.5946, -0.2366, 0.4538)
C (0.3734, 2.6612, 0.5954)
C (-4.2418, -0.5625, -0.7761)
C (-1.1224, 2.2200, 0.5252)
C (1.2354, 2.2118, -0.5782)
N (0.3015, -0.3152, -0.6138)
N (-1.1575, 0.8093, 0.8047)
O (-4.8486, -0.3292, 0.1551)
O (0.8330, 3.1615, 1.5519)
O (-3.6585, -0.9409, -1.6897)
S (0.4142, 0.9892, -1.7233)
H (0.0936, -3.3169, 1.7349)
H (1.5747, -3.4110, -0.1712)
H (-1.2086, -1.2890, 2.1505)
H (1.3199, -1.5296, -1.9223)
H (-1.8781, 2.7543, 1.2558)
H (-1.4905, 2.4458, -0.4734)
H (1.3087, 3.1712, -1.1306)
H (2.2240, 1.6607, -0.5382)



Record 8
Entry from the Open Molecules 2025 dataset: a cluster of 2 separate species, C5H10O in total (ωB97M-V with the def2-TZVPD basis set).

Summary:
Relative energy (zero: lowest compared OMol25 entry of this formula, charge and spin), eV: 2.5417
Multiplicity: 1
M, g mol⁻¹: 86.13
DFT total energy, a.u.: -271.6592
Gap between HOMO and LUMO, hartree: 0.374
LUMO, eV: 0.9

Positions of all 16 atoms, in Å:
C (-0.3494, 1.2290, -1.4218)
C (-0.1622, 0.0350, -0.5509)
C (-0.7896, -1.1242, -0.3249)
C (0.2553, -1.6559, 0.6340)
C (0.9341, -0.2739, 0.4563)
O (2.2586, -0.3673, -0.0194)
H (-0.4883, 2.1368, -0.8213)
H (0.5439, 1.3793, -2.0410)
H (-1.2106, 1.1244, -2.0880)
H (-1.8839, 1.5273, 2.1279)
H (-1.7193, -1.5543, -0.6887)
H (-1.6799, 1.0400, 1.6027)
H (-0.0640, -1.9145, 1.6504)
H (0.8767, -2.4608, 0.2289)
H (0.8774, 0.3490, 1.3644)
H (2.6012, 0.5300, -0.1086)